Entry 1:
The following is a DFT calculation (ωB97M-V/def2-TZVPD) of an isolated molecule of C2H4.

The geometry in XYZ format:
```
6
Properties=species:S:1:pos:R:3:forces:R:3:lowdin_spin:R:1
C 0.6825 0.2461 0.2726 1.060 0.276 -2.583 0.90
C -0.7088 -0.2021 -0.2602 0.363 0.156 1.671 0.89
H 1.5396 0.3988 -0.4815 -1.680 -0.370 1.193 0.04
H 0.9829 0.3552 1.2741 -0.178 -0.075 1.140 0.06
H -1.4537 -0.7159 0.3406 0.290 0.361 0.484 0.05
H -0.7300 -0.5804 -1.2247 0.146 -0.348 -1.905 0.06
```
Positions in Å, forces in eV/Å.

For the HOMO-LUMO gap (alpha / beta), the calculation gives 0.304 / 0.407 hartree. Its net charge is 0. Its lowest unoccupied orbital energy (alpha / beta) is 0.0522 / -0.0536 Eh. The calculation puts the highest occupied orbital energy (alpha / beta) at -0.25203 / -0.46094 hartree. The spin multiplicity is 3. Its expectation value of S² is 2.005.

Entry 2:
The following is a DFT calculation (ωB97M-V/def2-TZVPD) of an isolated molecule of C4H10N2OS.

The geometry in XYZ format:
```
18
Properties=species:S:1:pos:R:3:forces:R:3:mulliken_charge:R:1
C -1.7816 0.2120 -1.1600 -0.963 -2.190 -0.739 -0.87
C -0.3849 -0.5042 -1.2277 -0.159 2.147 -2.202 -0.48
C 0.8334 -0.1381 0.8918 1.697 -3.784 0.813 0.75
C 1.1010 0.9780 1.8539 -2.711 -1.212 -1.465 -1.15
H -1.8933 1.2923 -1.4317 0.471 -0.844 0.709 0.31
H -2.2663 -0.1260 -0.1351 0.469 1.116 -2.268 0.24
H -2.2856 -0.3431 -2.1261 0.541 1.216 2.731 0.26
H -0.5494 -1.4991 -0.9001 0.073 -0.548 0.029 0.34
H -0.1215 -0.4910 -2.3312 0.134 -0.174 1.362 0.38
H 0.2639 2.3285 -0.6452 -0.852 0.724 0.243 0.10
H 1.1089 0.4469 2.7714 0.135 0.156 1.245 0.35
H 1.9996 1.4887 1.6153 0.407 0.846 -0.018 0.35
H 0.1020 1.4871 1.6838 1.466 0.645 0.881 0.28
H 0.3658 -3.1361 0.8495 0.251 0.286 0.107 0.34
N 0.7720 0.0784 -0.4896 -1.083 0.388 0.146 -0.12
N 0.8501 -1.3726 1.4294 -1.010 2.566 -2.064 -0.51
O 0.5905 -2.3219 0.3778 0.502 -0.345 1.011 -0.41
S 1.2955 1.6200 -1.0262 0.633 -0.994 -0.521 -0.17
```
Positions in Å, forces in eV/Å.

For the HOMO-LUMO gap, the calculation gives 0.344 hartree. Its net charge is 0. Its lowest unoccupied orbital energy is 0.0253 Eh. The calculation puts the highest occupied orbital energy at -0.31896 hartree. The relative energy (zero: lowest compared OMol25 entry of this formula, charge and spin) comes out at 4.250 eV.

Strongest force on any atom values, unit Eh/bohr, following the record order: 0.055 0.082.